Formula: C3H3F2I
Source: the Open Molecules 2025 dataset
Level of theory: ωB97M-V with the def2-TZVPD basis set

Each atom is followed by the atoms it is bonded to, with distances in Å.
Geometry (Å):
1 C -0.42 1.33 0.40  C2 1.322, H7 1.060, H8 1.102
2 C 0.33 0.35 -0.07  C1 1.322, C3 1.496, I6 2.113
3 C -0.07 -1.04 -0.43  C2 1.496, F4 1.426, F5 1.329, H9 1.112
4 F 0.53 -1.83 0.59  C3 1.426
5 F -1.39 -1.07 -0.23  C3 1.329
6 I 2.43 0.47 0.06  C2 2.113
7 H 0.03 2.17 0.87  C1 1.060
8 H -1.50 1.22 0.19  C1 1.102
9 H 0.06 -1.59 -1.39  C3 1.112

Its energy above the lowest of the compared OMol25 structures with the same formula, charge and spin is 10.9 kcal per mole. The SMILES is C=C(I)C(F)F. Its charge is 0.

Mulliken population analysis, charges in e, atoms 1 to 4: number 1, C, carries -0.537; number 2, C, carries -0.156; number 3, C, carries 0.346; number 4, F, carries -0.230